{
  "formula": "C5H15NO",
  "method": "ωB97M-V with the def2-TZVPD basis set",
  "symbols": ["C", "C", "C", "C", "C", "N", "H", "H", "H", "H", "H", "H", "H", "H", "H", "H", "H", "H", "H", "O", "H", "H"],
  "positions_angstrom": [[-0.631, 0.835, -2.051], [-0.491, 1.426, -0.739], [0.626, 0.681, -0.011], [0.618, -0.826, 0.153], [2.052, -1.348, 0.240], [-0.349, -1.115, 1.307], [-1.262, 1.433, -2.731], [-1.257, -0.051, -2.259], [0.317, 0.446, -2.413], [-0.338, 2.574, -0.926], [-1.410, 1.538, -0.153], [1.576, 1.117, -0.409], [0.699, 1.036, 1.021], [0.265, -1.374, -0.714], [2.570, -1.626, -0.680], [2.002, -2.227, 0.895], [2.724, -0.795, 0.809], [-0.925, -2.014, 1.176], [0.085, -1.162, 2.219], [-2.628, 0.687, 1.755], [-2.098, 0.418, 1.014], [-2.146, 0.345, 2.496]],
  "atomic_forces_ev_per_a": [[-2.161, -1.595, -3.143], [-0.352, 2.130, 1.376], [1.118, 2.190, 0.849], [-0.420, -0.142, 0.036], [-0.745, -1.965, 1.108], [-0.397, -1.744, -1.524], [1.240, 0.603, -0.241], [0.026, -0.432, 1.461], [0.282, 0.843, -0.670], [0.739, -2.002, 0.648], [-0.019, -0.608, -0.198], [-0.405, -0.954, -0.212], [-0.196, 0.158, 0.187], [-0.780, 0.265, -0.143], [-0.530, 0.159, -0.152], [-0.001, -0.512, -0.531], [1.060, 1.858, 0.834], [1.524, 1.794, 0.152], [0.314, -0.013, -0.111], [-1.122, 0.691, 0.053], [0.439, -0.430, -0.307], [0.389, -0.292, 0.527]],
  "homo_ev": -9.7,
  "de_lowest_kcal_mol": 41.69,
  "smiles": "CCC[C@@H](C)N.O",
  "e_lumo_ev": 0.91,
  "fmax_ha_per_bohr": 0.0804
}



{
  "formula": "C4H11NO2",
  "method": "ωB97M-V with the def2-TZVPD basis set",
  "symbols": ["C", "N", "C", "C", "O", "C", "O", "H", "H", "H", "H", "H", "H", "H", "H", "H", "H", "H"],
  "positions_angstrom": [[-2.283, 0.199, 0.639], [-1.164, 0.859, -0.075], [0.097, 0.133, 0.179], [1.224, 1.094, -0.106], [2.452, 0.349, -0.007], [0.243, -1.118, -0.701], [0.859, -2.202, -0.027], [-2.404, -0.858, 0.365], [-1.989, 0.133, 1.686], [-3.176, 0.799, 0.543], [-1.321, 0.657, -1.067], [0.099, -0.137, 1.234], [1.111, 1.467, -1.127], [1.294, 1.994, 0.505], [3.152, 0.922, 0.328], [-0.752, -1.487, -0.954], [0.796, -0.852, -1.610], [1.764, -1.953, 0.194]],
  "atomic_forces_ev_per_a": [[1.162, -0.144, 0.292], [-0.235, -1.011, -0.465], [-0.386, 0.794, 0.203], [0.909, 0.033, -0.357], [0.158, 0.126, 0.106], [0.129, -0.208, 0.643], [0.154, -0.105, -0.062], [-0.406, 0.215, -0.316], [-0.221, 0.357, 0.173], [-0.308, -0.154, -0.098], [-0.246, 0.652, 0.107], [0.170, -0.246, 0.026], [-0.017, -0.072, -0.213], [-0.466, -0.213, 0.426], [-0.204, -0.144, -0.144], [0.012, 0.060, -0.183], [-0.154, -0.089, -0.064], [-0.051, 0.151, -0.074]],
  "homo_ev": -9.1,
  "de_lowest_kcal_mol": 39.28,
  "smiles": "CNC(CO)CO",
  "e_lumo_ev": 0.77,
  "fmax_ha_per_bohr": 0.0235
}



{
  "formula": "C53H67BN4O4P2PtS",
  "method": "ωB97M-V with the def2-TZVPD basis set",
  "symbols": ["Pt", "C", "C", "C", "C", "C", "C", "C", "C", "S", "C", "N", "C", "C", "C", "C", "C", "C", "C", "C", "H", "H", "H", "H", "H", "H", "H", "H", "H", "H", "H", "H", "H", "H", "H", "H", "C", "C", "C", "O", "B", "O", "C", "C", "C", "H", "H", "H", "H", "H", "H", "H", "H", "H", "H", "H", "H", "O", "P", "C", "C", "C", "C", "C", "C", "C", "C", "C", "C", "C", "C", "C", "C", "C", "C", "C", "C", "H", "H", "H", "H", "H", "H", "H", "H", "H", "H", "H", "H", "H", "H", "H", "O", "P", "N", "C", "C", "C", "C", "N", "C", "C", "C", "C", "N", "C", "C", "C", "C", "H", "H", "H", "H", "H", "H", "H", "H", "H", "H", "H", "H", "H", "H", "H", "H", "H", "H", "H", "H", "H", "H", "H", "H"],
  "positions_angstrom": [[0.154, 0.644, 0.040], [-4.375, 1.720, 5.017], [-3.406, 2.669, 4.296], [-3.937, 2.933, 2.885], [-3.356, 4.003, 5.054], [-2.017, 2.022, 4.265], [-1.300, 1.843, 5.467], [-0.074, 1.213, 5.501], [0.456, 0.749, 4.298], [1.907, -0.159, 4.005], [1.510, -0.266, 2.330], [0.431, 0.389, 2.000], [-0.220, 0.945, 3.105], [-1.462, 1.570, 3.084], [2.260, -0.990, 1.314], [3.387, -1.763, 1.601], [4.035, -2.413, 0.568], [3.553, -2.265, -0.735], [2.425, -1.497, -0.995], [1.714, -0.848, 0.028], [-5.383, 2.147, 5.030], [-4.066, 1.548, 6.053], [-4.416, 0.752, 4.510], [-4.888, 3.470, 2.951], [-4.119, 1.998, 2.345], [-3.235, 3.531, 2.296], [-4.340, 4.481, 5.027], [-2.631, 4.685, 4.603], [-3.084, 3.866, 6.103], [-1.726, 2.186, 6.404], [0.446, 1.058, 6.439], [-1.952, 1.675, 2.127], [3.752, -1.862, 2.622], [4.907, -3.025, 0.766], [4.066, -2.768, -1.552], [2.082, -1.409, -2.027], [-0.696, 5.551, 2.286], [-0.410, 4.920, 0.934], [-1.117, 5.701, -0.162], [-0.939, 3.575, 0.922], [-0.035, 2.705, 0.280], [1.111, 3.447, -0.058], [1.102, 4.699, 0.644], [1.922, 4.491, 1.914], [1.749, 5.752, -0.231], [-1.759, 5.795, 2.361], [-0.128, 6.478, 2.411], [-0.442, 4.867, 3.098], [-2.194, 5.643, 0.011], [-0.909, 5.273, -1.145], [-0.820, 6.754, -0.161], [1.448, 3.750, 2.565], [2.057, 5.421, 2.474], [2.903, 4.108, 1.628], [1.275, 5.803, -1.212], [2.803, 5.503, -0.375], [1.690, 6.737, 0.243], [-0.001, 0.575, -2.039], [0.096, 1.624, -3.124], [1.692, 2.438, -3.144], [2.552, 2.233, -2.069], [3.813, 2.819, -2.080], [4.205, 3.613, -3.145], [3.348, 3.816, -4.223], [2.097, 3.222, -4.228], [-1.250, 2.819, -3.099], [-1.319, 3.890, -3.991], [-2.408, 4.747, -3.970], [-3.428, 4.547, -3.046], [-3.358, 3.491, -2.152], [-2.279, 2.612, -2.183], [0.004, 0.783, -4.713], [-1.130, 0.809, -5.520], [-1.164, 0.061, -6.694], [-0.069, -0.709, -7.058], [1.065, -0.737, -6.255], [1.101, 0.005, -5.087], [2.229, 1.636, -1.224], [4.481, 2.657, -1.243], [5.187, 4.071, -3.146], [3.662, 4.425, -5.062], [1.451, 3.343, -5.091], [-0.528, 4.059, -4.711], [-2.457, 5.576, -4.665], [-4.271, 5.226, -3.018], [-4.135, 3.358, -1.408], [-2.208, 1.788, -1.483], [-1.989, 1.403, -5.233], [-2.046, 0.083, -7.322], [-0.098, -1.291, -7.972], [1.919, -1.341, -6.540], [1.984, -0.015, -4.456], [-1.768, -1.495, 0.313], [-2.728, -2.141, -0.604], [-3.705, -1.075, -1.407], [-4.134, -1.110, -2.808], [-5.642, -0.901, -2.732], [-5.775, 0.111, -1.590], [-4.647, -0.258, -0.605], [-3.776, -3.120, 0.229], [-3.185, -4.054, 1.214], [-4.223, -5.173, 1.344], [-4.953, -5.156, -0.002], [-5.030, -3.665, -0.312], [-1.959, -3.066, -1.723], [-2.523, -4.149, -2.533], [-1.687, -4.142, -3.837], [-0.807, -2.885, -3.739], [-0.631, -2.694, -2.238], [-3.844, -2.038, -3.297], [-3.671, -0.290, -3.372], [-6.139, -1.839, -2.469], [-6.064, -0.541, -3.671], [-6.754, 0.081, -1.111], [-5.625, 1.115, -1.982], [-5.025, -0.842, 0.238], [-4.150, 0.621, -0.188], [-2.996, -3.549, 2.160], [-2.226, -4.438, 0.852], [-4.927, -4.942, 2.147], [-3.760, -6.133, 1.568], [-5.937, -5.625, 0.034], [-4.356, -5.666, -0.761], [-5.891, -3.223, 0.201], [-5.142, -3.451, -1.374], [-3.584, -3.996, -2.732], [-2.432, -5.113, -2.025], [-2.322, -4.143, -4.723], [-1.061, -5.034, -3.879], [-1.322, -2.016, -4.156], [0.145, -3.003, -4.260], [-0.369, -1.681, -1.941], [0.137, -3.369, -1.843]],
  "atomic_forces_ev_per_a": [[0.990, 0.283, -0.147], [-0.028, -0.030, 0.027], [0.037, -0.035, 0.019], [0.019, -0.006, -0.048], [0.014, 0.030, 0.024], [-0.061, 0.024, 0.061], [-0.074, -0.004, -0.036], [0.023, -0.059, -0.027], [0.101, 0.009, 0.144], [0.102, -0.207, 0.251], [0.364, -0.289, 0.110], [-0.248, 0.608, -0.023], [-0.050, -0.203, -0.258], [-0.076, 0.067, -0.109], [-0.062, 0.099, 0.167], [0.072, 0.021, 0.040], [-0.033, 0.026, -0.033], [0.020, 0.006, 0.020], [-0.044, 0.144, 0.042], [-0.460, -0.414, -0.274], [0.066, -0.027, 0.008], [-0.020, 0.005, -0.072], [0.000, 0.067, 0.028], [0.042, -0.035, -0.005], [0.020, 0.068, 0.035], [-0.054, -0.037, 0.043], [0.061, -0.026, 0.014], [-0.032, -0.024, -0.008], [-0.008, 0.014, -0.072], [0.015, -0.004, -0.072], [-0.019, 0.023, -0.058], [0.043, 0.018, 0.041], [-0.009, 0.029, -0.084], [-0.027, 0.023, -0.015], [-0.046, 0.030, 0.062], [-0.005, -0.012, 0.103], [-0.056, 0.048, 0.069], [0.008, -0.138, 0.000], [-0.080, 0.020, -0.103], [0.259, -0.023, -0.070], [-0.617, 0.096, 0.111], [-0.211, 0.059, 0.072], [-0.046, -0.128, 0.044], [0.023, -0.068, 0.071], [0.062, 0.115, -0.034], [0.045, -0.036, 0.025], [-0.069, -0.067, -0.010], [0.001, 0.062, -0.048], [0.021, 0.015, -0.019], [-0.018, 0.000, 0.005], [-0.022, -0.071, -0.014], [0.045, 0.059, -0.052], [-0.017, -0.073, -0.030], [-0.023, 0.034, 0.021], [0.029, -0.008, 0.050], [-0.047, 0.021, 0.002], [0.023, -0.042, -0.044], [-0.173, 0.296, -0.230], [0.108, -0.210, 0.030], [0.098, 0.118, 0.045], [0.118, 0.020, -0.097], [-0.052, -0.008, -0.010], [0.005, -0.014, 0.020], [-0.057, -0.013, 0.004], [0.069, -0.036, 0.021], [-0.081, -0.028, 0.105], [0.045, 0.021, -0.015], [0.027, -0.016, 0.029], [0.018, 0.026, 0.008], [0.056, -0.108, 0.057], [-0.076, 0.108, -0.006], [-0.086, -0.058, -0.069], [0.007, -0.108, -0.033], [0.007, 0.061, 0.088], [-0.038, 0.002, -0.015], [0.011, -0.018, 0.008], [0.068, -0.021, -0.009], [0.063, -0.051, -0.066], [-0.019, -0.001, -0.022], [-0.028, -0.010, -0.002], [-0.011, -0.018, 0.012], [0.039, -0.006, 0.015], [-0.024, 0.002, 0.029], [0.008, -0.033, 0.018], [0.025, -0.017, 0.004], [0.000, -0.044, -0.037], [-0.015, -0.040, 0.061], [0.019, 0.003, -0.004], [0.018, 0.000, 0.025], [-0.001, 0.025, 0.027], [-0.037, 0.035, 0.020], [-0.034, -0.003, -0.038], [-0.295, -0.135, -0.024], [0.312, 0.231, 0.412], [-0.449, 0.121, -0.010], [0.098, 0.092, 0.140], [0.016, 0.028, 0.053], [0.038, -0.094, 0.062], [0.075, -0.089, -0.296], [-0.105, -0.303, -0.020], [-0.171, 0.032, -0.116], [-0.012, 0.011, -0.066], [0.014, 0.001, 0.085], [0.164, 0.009, 0.187], [0.184, -0.111, -0.295], [0.228, 0.143, 0.053], [0.023, 0.071, 0.052], [0.083, -0.097, -0.037], [-0.246, -0.101, -0.042], [0.012, -0.015, 0.026], [0.025, 0.022, 0.004], [0.007, 0.039, -0.034], [-0.007, -0.010, 0.034], [0.007, 0.038, -0.011], [0.034, 0.132, -0.006], [0.016, -0.027, -0.011], [0.007, 0.015, -0.061], [0.017, 0.043, 0.016], [-0.012, 0.005, -0.039], [0.008, 0.002, -0.001], [-0.026, -0.007, 0.020], [0.021, -0.019, -0.001], [-0.004, -0.001, -0.012], [-0.031, 0.058, 0.007], [0.041, -0.019, -0.004], [-0.045, 0.031, 0.000], [0.021, -0.021, 0.040], [0.024, -0.006, -0.011], [-0.014, 0.002, -0.008], [0.013, 0.018, -0.022], [-0.061, 0.033, -0.017], [-0.011, -0.018, 0.013], [-0.016, -0.017, 0.024]],
  "homo_ev": -5.9,
  "de_lowest_kcal_mol": 7.81,
  "e_lumo_ev": 0.50,
  "fmax_ha_per_bohr": 0.0202
}



{
  "formula": "C32H35IN5O7Rb",
  "method": "ωB97M-V with the def2-TZVPD basis set",
  "symbols": ["Rb", "O", "C", "C", "O", "C", "C", "O", "C", "O", "O", "N", "C", "O", "C", "I", "H", "H", "H", "H", "C", "C", "C", "C", "C", "C", "C", "C", "N", "C", "C", "C", "C", "H", "H", "H", "H", "H", "H", "H", "H", "H", "H", "H", "H", "H", "H", "H", "H", "H", "H", "C", "C", "C", "C", "C", "N", "C", "O", "N", "C", "C", "C", "C", "N", "C", "C", "C", "H", "H", "H", "H", "H", "H", "H", "H", "H", "H", "H", "H", "H"],
  "positions_angstrom": [[-0.168, 0.459, -0.577], [4.375, 1.354, -5.182], [3.637, 0.956, -4.292], [2.402, 0.136, -4.469], [1.987, -0.332, -5.535], [1.815, -0.069, -3.140], [2.696, 0.510, -2.139], [2.510, 0.432, -0.901], [3.833, 1.164, -2.820], [4.771, 1.751, -2.293], [0.754, -0.695, -2.885], [-4.071, 0.165, 1.084], [-3.632, -0.959, 0.507], [-2.476, -1.142, 0.162], [-4.652, -2.070, 0.319], [-6.270, -1.512, -0.968], [-3.405, 0.905, 1.286], [-5.031, 0.283, 1.355], [-5.125, -2.351, 1.255], [-4.172, -2.920, -0.148], [-4.523, 4.316, 4.620], [-3.554, 3.367, 3.954], [-3.102, 2.248, 4.646], [-2.178, 1.403, 4.013], [-1.621, 0.211, 4.753], [-1.760, 1.666, 2.731], [-2.249, 2.771, 1.931], [-3.143, 3.637, 2.655], [-1.868, 2.774, 0.658], [-2.076, 3.819, -0.330], [-2.564, 3.141, -1.622], [-3.072, 4.960, -0.045], [-0.712, 4.471, -0.611], [-4.771, 3.980, 5.628], [-5.453, 4.397, 4.051], [-4.099, 5.321, 4.693], [-3.438, 2.047, 5.659], [-2.393, -0.260, 5.367], [-0.811, 0.507, 5.425], [-1.225, -0.532, 4.059], [-1.046, 0.991, 2.268], [-3.558, 4.517, 2.191], [-3.577, 2.753, -1.482], [-1.929, 2.299, -1.903], [-2.573, 3.847, -2.459], [-4.069, 4.578, 0.184], [-3.149, 5.586, -0.940], [-2.737, 5.597, 0.775], [0.016, 3.718, -0.919], [-0.336, 4.942, 0.300], [-0.779, 5.228, -1.399], [1.551, -4.083, -5.506], [2.430, -4.214, -4.290], [3.105, -3.094, -3.811], [3.902, -3.163, -2.679], [4.016, -4.363, -1.983], [4.787, -4.431, -0.787], [4.512, -3.781, 0.397], [5.186, -3.988, 1.398], [3.425, -2.958, 0.355], [2.937, -2.133, 1.375], [3.585, -1.837, 2.562], [2.956, -0.956, 3.434], [1.728, -0.415, 3.102], [1.091, -0.714, 1.966], [1.689, -1.556, 1.144], [3.360, -5.492, -2.458], [2.585, -5.417, -3.606], [1.409, -3.030, -5.747], [0.573, -4.536, -5.331], [1.998, -4.581, -6.370], [2.993, -2.157, -4.340], [4.415, -2.274, -2.326], [5.469, -5.161, -0.683], [2.964, -2.844, -0.537], [4.550, -2.267, 2.777], [3.432, -0.678, 4.365], [1.227, 0.286, 3.760], [1.185, -1.800, 0.212], [3.441, -6.422, -1.907], [2.068, -6.305, -3.955]],
  "atomic_forces_ev_per_a": [[-0.399, 0.267, 0.231], [0.035, 0.023, -0.033], [-0.028, -0.034, 0.031], [-0.022, 0.006, 0.047], [0.018, -0.004, -0.023], [-0.006, -0.095, -0.081], [0.117, -0.060, -0.010], [0.282, -0.003, -0.034], [-0.081, 0.011, -0.036], [0.045, -0.002, 0.015], [0.071, -0.069, -0.103], [0.010, 0.025, 0.010], [0.072, 0.051, -0.054], [-0.125, -0.142, 0.007], [-0.094, -0.012, -0.017], [-0.011, 0.016, -0.010], [0.001, 0.073, -0.041], [0.023, 0.004, -0.008], [0.066, -0.017, 0.033], [0.040, 0.011, 0.010], [0.010, -0.001, -0.005], [0.039, -0.050, 0.007], [-0.004, 0.060, -0.011], [0.039, 0.004, -0.015], [-0.042, 0.000, -0.014], [-0.076, 0.041, 0.001], [-0.053, -0.017, 0.089], [-0.006, -0.002, 0.037], [0.002, -0.123, -0.006], [-0.016, 0.029, -0.021], [-0.050, -0.038, -0.016], [0.007, 0.014, -0.076], [-0.009, -0.003, 0.016], [-0.004, 0.001, 0.000], [-0.002, 0.005, 0.000], [-0.005, 0.002, 0.003], [0.003, -0.001, -0.004], [0.013, -0.013, -0.009], [0.005, 0.010, 0.011], [0.009, 0.005, 0.007], [0.003, 0.014, -0.033], [0.012, -0.063, 0.064], [0.009, -0.007, 0.013], [0.020, 0.091, 0.036], [-0.016, -0.013, 0.002], [0.020, 0.005, -0.011], [-0.007, 0.005, 0.002], [0.003, 0.001, -0.031], [0.004, 0.001, 0.007], [0.004, 0.000, -0.009], [0.004, 0.001, 0.004], [0.020, -0.060, 0.034], [0.059, 0.132, 0.031], [-0.034, -0.024, -0.059], [-0.012, -0.039, -0.031], [0.066, 0.081, -0.015], [-0.036, 0.117, -0.041], [-0.060, -0.179, 0.102], [0.029, 0.017, -0.012], [0.019, 0.109, -0.081], [0.060, -0.080, 0.040], [0.005, 0.050, -0.006], [0.024, -0.017, -0.017], [-0.082, 0.050, -0.029], [0.111, -0.118, 0.106], [-0.065, 0.000, -0.072], [-0.008, -0.058, 0.038], [-0.027, -0.029, -0.028], [-0.027, 0.023, -0.013], [0.006, 0.011, 0.001], [0.008, 0.002, -0.004], [0.007, -0.021, 0.034], [0.006, -0.019, -0.006], [0.021, -0.008, 0.008], [-0.002, 0.017, 0.016], [0.000, -0.007, 0.007], [-0.003, -0.008, 0.002], [0.006, 0.010, -0.002], [-0.015, 0.014, 0.029], [-0.004, 0.006, -0.008], [-0.003, 0.017, 0.000]],
  "homo_ev": -1.0,
  "total_charge": -2,
  "de_lowest_kcal_mol": 0.00,
  "e_lumo_ev": 3.05,
  "fmax_ha_per_bohr": 0.0104
}